Record 1
Entry from OMol25: an isolated molecule of C4H8 in a non-equilibrium geometry (ωB97M-V/def2-TZVPD).

Computed properties:
HOMO energy (alpha / beta) = -7.9 / -7.4 eV
Spin multiplicity = 1
E_LUMO (alpha / beta) = 0.941 / 0.523 eV
Electronic energy = -157.0625 Eh
Orbital gap (alpha / beta) = 8.8 / 7.9 eV

Last column: natural (NBO) charge in e.
Atoms and positions in Å:
1 C -0.12937 -1.04762 -1.07661  -0.68
2 C -0.79035 -0.53729 0.14380  -0.08
3 C 0.96257 1.17144 0.44113  -0.31
4 C -0.14537 0.46855 1.01964  -0.57
5 H -0.53490 -2.03203 -1.34571  0.22
6 H 0.95924 -1.09067 -0.88620  0.22
7 H -0.23560 -0.41746 -1.97479  0.21
8 H -1.87241 -0.65628 0.22091  0.17
9 H 0.89846 1.53435 -0.57918  0.17
10 H 1.91598 1.26909 0.95011  0.18
11 H -1.01151 1.17761 1.01997  0.25
12 H -0.01673 0.16031 2.06694  0.23



Record 2
Entry from OMol25: C4H8AgO2 as an isolated structure in a non-equilibrium geometry (ωB97M-V/def2-TZVPD).

Computed properties:
HOMO energy = -12.3 eV
Net charge = +1
Spin multiplicity = 1
E_LUMO = -5.915 eV
Electronic energy = -454.1638 Eh
Orbital gap = 6.4 eV

Last column: natural (NBO) charge in e.
Atoms and positions in Å:
1 C -1.98592 -0.41530 0.36072  -0.15
2 C -0.61268 -0.44482 -0.24649  -0.45
3 C 0.49387 0.33204 0.47431  -0.53
4 C 1.77892 0.32252 -0.27397  0.53
5 O 2.87723 0.24781 0.24846  -0.70
6 Ag 5.11342 0.24449 -0.07362  0.97
7 H -2.50630 -1.38227 0.30590  0.23
8 H -1.99607 -0.18621 1.43894  0.19
9 H -1.45648 -0.93772 -1.09097  0.29
10 H -0.21961 -1.47532 -0.28204  0.17
11 H 0.63971 -0.04824 1.49418  0.25
12 H 0.23881 1.40207 0.57663  0.29
13 H 1.70455 0.43229 -1.37660  0.15
14 O -1.91716 1.05337 -0.32290  -0.71
15 H -2.15230 0.85531 -1.23255  0.47



Record 3
Entry from OMol25: C4H8AlF5NO as an isolated structure in a non-equilibrium geometry (ωB97M-V/def2-TZVPD).

Computed properties:
HOMO energy = -4.5 eV
Net charge = -1
Spin multiplicity = 1
E_LUMO = 3.654 eV
Electronic energy = -1029.0210 Eh
Orbital gap = 8.1 eV

Last column: natural (NBO) charge in e.
Atoms and positions in Å:
1 C -2.03053 -1.18870 1.43585  -0.25
2 O -2.27964 -0.44802 0.22821  -0.58
3 C -1.52004 -1.06428 -0.87790  -0.61
4 Al 0.32882 -0.18668 -1.14679  1.36
5 N 1.66441 -1.50840 -0.80214  -1.40
6 C 0.44960 1.49304 0.04128  0.22
7 F -0.09814 1.35069 1.33782  -0.36
8 F -0.34953 2.50204 -0.61029  -0.38
9 C 1.91517 2.13533 0.17221  0.91
10 F 1.86598 3.51569 -0.12382  -0.34
11 F 2.28007 2.07001 1.53881  -0.35
12 F 2.88527 1.50013 -0.58201  -0.32
13 H -0.92552 -1.26113 1.68864  0.17
14 H -2.52063 -0.59227 2.27952  0.18
15 H -2.53440 -2.21694 1.42323  0.15
16 H -1.45534 -2.20583 -0.75838  0.16
17 H -2.12764 -0.83366 -1.82414  0.18
18 H 0.44810 0.24012 -2.68445  -0.43
19 H 2.60174 -1.12329 -0.66135  0.36
20 H 1.40224 -2.17785 -0.07428  0.35



Record 4
Entry from OMol25: C4H8BCsF4O2S as an isolated structure (ωB97M-V/def2-TZVPD).

Computed properties:
HOMO energy = -10.9 eV
Spin multiplicity = 1
E_LUMO = -0.635 eV
Electronic energy = -1150.5962 Eh
Orbital gap = 10.3 eV

Last column: Löwdin charge in e.
Atoms and positions in Å:
1 Cs -4.00673 17.45597 -8.92328  1.15
2 B -0.33381 17.18342 -8.35309  -1.28
3 F 0.68928 17.43901 -7.46820  0.13
4 F -1.04279 16.00673 -7.98693  0.04
5 F -1.26146 18.28102 -8.32423  -0.06
6 F 0.12424 17.03904 -9.67477  0.09
7 C -5.15720 20.56323 -14.01074  -0.20
8 C -4.66217 21.94081 -13.59734  -0.22
9 C -4.01962 21.77303 -12.23019  -0.22
10 S -5.21701 20.80593 -11.35093  0.65
11 O -6.27725 21.65828 -10.91334  -0.29
12 O -4.59039 19.92624 -10.39246  -0.50
13 C -5.77189 19.87366 -12.77902  -0.21
14 H -4.33040 19.95227 -14.37480  0.12
15 H -5.88524 20.60231 -14.81995  0.12
16 H -5.48640 22.65370 -13.54401  0.12
17 H -3.93394 22.34904 -14.29852  0.12
18 H -3.80838 22.69401 -11.69328  0.12
19 H -3.11054 21.16821 -12.27416  0.12
20 H -6.86016 19.89178 -12.72976  0.11
21 H -5.44885 18.83990 -12.67676  0.10